1.
The following is a quantum chemistry calculation of a cluster of 2 separate species, C6H15IN in total at a distorted geometry, from the OMol25 dataset.

## Properties
E_HOMO (alpha / beta) = -12.347 / -12.346 eV
gap between HOMO and LUMO (alpha / beta) = 8.0 / 8.0 eV
charge = +1
LUMO level (alpha / beta) = -4.31 / -4.31 eV

Each line ends with the Löwdin charge.
Geometry (Å):
C1 1.214 -2.385 -1.038  -0.088
C2 1.555 -1.352 1.265  -0.053
C3 -1.409 2.095 -1.103  -0.155
C4 0.825 0.102 -0.580  0.129
C5 0.759 -1.301 -0.091  -0.514
C6 -1.430 1.057 0.010  -0.866
N1 -1.448 1.757 1.315  0.061
I1 -2.818 -0.492 0.087  1.015
H1 0.967 -3.435 -0.652  0.104
H2 2.325 -2.252 -1.211  0.109
H3 0.502 -2.407 -1.946  0.108
H4 0.948 -1.060 2.063  0.037
H5 2.518 -0.858 1.185  0.075
H6 1.810 -2.540 1.458  0.145
H7 -0.823 1.734 -1.944  0.059
H8 -0.828 3.043 -0.637  0.131
H9 -2.392 2.461 -1.466  0.084
H10 1.256 0.833 0.021  0.056
H11 0.915 0.341 -1.566  0.060
H12 -0.352 -1.330 0.020  0.015
H13 -1.980 2.681 1.350  0.188
H14 -1.677 1.215 2.143  0.126
H15 -0.439 2.094 1.318  0.173



2.
The following is a quantum chemistry calculation of an isolated molecule of C6H15N at a distorted geometry, from the OMol25 dataset.

## Properties
E_HOMO = -8.063 eV
structure (SMILES) = CNCCC(C)C
gap between HOMO and LUMO = 9.2 eV
LUMO level = 1.13 eV

Each line ends with the Löwdin charge.
Geometry (Å):
C1 -0.081 -0.348 0.172  -0.192
C2 -1.434 -0.185 -0.550  -0.424
C3 -2.338 -1.407 -0.364  -0.085
C4 -2.084 1.176 -0.075  -0.084
C5 0.952 0.628 -0.475  -0.218
N1 2.235 0.754 0.293  -0.148
C6 2.733 -0.461 0.975  -0.159
H1 -0.053 -0.160 1.279  0.138
H2 0.246 -1.359 -0.166  0.110
H3 -1.283 -0.023 -1.652  0.141
H4 -3.381 -1.050 -0.438  0.081
H5 -2.341 -2.196 -1.104  0.063
H6 -1.962 -1.960 0.500  0.075
H7 -2.954 1.408 -0.654  0.053
H8 -2.470 1.147 1.027  0.112
H9 -1.423 2.023 -0.096  0.044
H10 0.436 1.583 -0.588  0.088
H11 1.311 0.248 -1.440  0.110
H12 3.113 1.230 0.102  0.091
H13 3.826 -0.500 0.839  0.074
H14 2.440 -0.583 2.050  0.081
H15 2.394 -1.303 0.395  0.050



3.
The following is a quantum chemistry calculation of a cluster of 2 separate species, C6H15N in total at a distorted geometry, from the OMol25 dataset.

## Properties
E_HOMO = -8.720 eV
gap between HOMO and LUMO = 8.3 eV
LUMO level = -0.45 eV

Each line ends with the Löwdin charge.
Geometry (Å):
C1 0.211 -1.095 -0.421  -0.393
N1 -0.682 0.048 -0.193  -0.036
C2 -2.040 -0.322 -0.670  -0.293
C3 -3.099 0.168 0.382  -0.109
C4 1.710 -0.951 -0.280  -0.197
C5 1.908 1.426 0.902  -0.151
C6 2.102 0.615 -0.353  -0.273
H1 0.119 -1.422 -1.465  0.109
H2 -0.150 -1.965 0.133  0.100
H3 2.237 -1.199 0.651  0.099
H4 -2.230 -1.412 -0.584  0.098
H5 -2.327 -0.005 -1.673  0.115
H6 -2.772 1.199 0.543  0.059
H7 -4.065 0.237 -0.114  0.059
H8 -3.139 -0.382 1.323  0.067
H9 0.105 -0.078 1.394  0.293
H10 2.159 -1.398 -1.151  0.095
H11 2.324 0.979 1.808  0.073
H12 0.821 1.601 0.963  0.039
H13 2.305 2.432 0.734  0.072
H14 3.102 0.746 -0.782  0.098
H15 1.400 0.778 -1.144  0.076



4.
The following is a quantum chemistry calculation of an isolated molecule of C6H15N at a distorted geometry, from the OMol25 dataset.

## Properties
E_HOMO = -9.129 eV
structure (SMILES) = CCNCC(C)C
gap between HOMO and LUMO = 10.3 eV
LUMO level = 1.13 eV

Each line ends with the Löwdin charge.
Geometry (Å):
C1 -1.246 0.739 -1.397  -0.278
N1 0.230 0.309 -1.118  -0.051
C2 0.693 0.652 0.319  -0.191
C3 0.953 -0.603 1.216  -0.413
C4 -0.223 -1.645 1.246  -0.086
C5 1.298 -0.590 2.675  -0.114
C6 -1.534 1.105 -2.860  -0.128
H1 -1.578 1.541 -0.767  0.085
H2 -1.818 -0.156 -1.265  0.079
H3 0.766 0.856 -1.767  0.065
H4 1.785 1.117 0.252  0.134
H5 0.133 1.525 0.681  0.096
H6 1.840 -1.183 0.640  0.161
H7 -0.411 -2.011 2.223  0.042
H8 -1.157 -1.091 0.871  0.083
H9 -0.007 -2.352 0.429  0.076
H10 1.135 -1.499 3.129  0.037
H11 0.698 0.102 3.259  0.089
H12 2.338 -0.313 2.713  0.073
H13 -2.699 1.243 -2.973  0.106
H14 -1.240 0.173 -3.391  0.070
H15 -1.051 1.938 -3.409  0.065



5.
The following is a quantum chemistry calculation of a cluster of 3 separate species, C6H15N in total at a distorted geometry, from the OMol25 dataset.

## Properties
E_HOMO = -6.836 eV
gap between HOMO and LUMO = 5.0 eV
LUMO level = -1.83 eV

Each line ends with the Löwdin charge.
Geometry (Å):
C1 -0.550 1.507 -0.775  -0.082
C2 0.717 1.193 0.006  -0.042
C3 1.554 0.074 -0.201  -0.349
C4 1.772 -0.453 -1.585  -0.050
C5 2.093 -0.584 0.993  0.129
C6 -0.770 -1.206 1.503  -0.024
N1 -2.945 0.284 -0.286  -0.130
H1 -0.924 2.481 -0.480  0.078
H2 -1.515 0.850 -0.562  0.021
H3 -0.340 1.408 -1.875  0.091
H4 0.841 1.601 0.995  0.103
H5 -1.727 -1.303 1.056  -0.004
H6 1.734 -1.537 -1.539  0.085
H7 2.682 0.004 -1.981  0.092
H8 0.963 -0.187 -2.292  0.077
H9 2.343 -0.011 1.910  0.089
H10 2.375 -1.585 1.076  0.048
H11 -0.082 -1.769 0.973  -0.013
H12 -0.298 -0.185 1.432  0.008
H13 -0.775 -1.260 2.553  0.015
H14 -3.642 -0.426 -0.629  -0.042
H15 -3.508 1.104 -0.292  -0.100



6.
The following is a quantum chemistry calculation of an isolated molecule of C6H15N at a distorted geometry, from the OMol25 dataset.

## Properties
E_HOMO = -8.516 eV
structure (SMILES) = CCCNCCC
gap between HOMO and LUMO = 9.7 eV
LUMO level = 1.17 eV

Each line ends with the Löwdin charge.
Geometry (Å):
C1 -0.579 0.488 2.337  -0.207
C2 -0.105 -0.737 3.246  -0.072
C3 -1.035 0.169 0.905  -0.322
N1 -0.008 0.014 -0.060  -0.090
C4 -0.464 -0.430 -1.444  -0.201
C5 0.280 0.391 -2.612  -0.237
C6 1.776 0.199 -2.485  -0.162
H1 0.058 1.300 2.035  0.089
H2 -1.488 1.007 2.732  0.106
H3 0.950 -0.802 3.474  0.058
H4 -0.438 -1.598 2.791  0.026
H5 -0.477 -0.747 4.265  0.059
H6 -1.719 -0.787 0.915  0.138
H7 -1.548 1.052 0.495  0.115
H8 0.666 -0.536 0.297  0.053
H9 -0.241 -1.502 -1.417  0.103
H10 -1.538 -0.369 -1.615  0.097
H11 0.049 1.395 -2.132  0.118
H12 -0.131 0.135 -3.639  0.118
H13 2.087 0.528 -1.430  0.091
H14 2.417 -0.606 -2.870  0.068
H15 2.169 0.957 -3.161  0.051



Here are the calculated electronic energy numbers, same order: -16045.0332; -7953.7362; -7949.8825; -7953.2574; -7948.7504; -7953.2950 (eV).
Here are the calculated energy relative to the best compared isomer or geometry (same formula, charge and spin) numbers, same order: 250.3; 195.9; 567.7; 242.1; 677.0; 238.5 (kJ/mol).